# 1
# C50H38F6N2O2

A 2-piece molecular cluster, C50H38F6N2O2 overall in a non-equilibrium geometry (ωB97M-V/def2-TZVPD, the OMol25 dataset).

Results
- calculated total energy (Ha) = -2787.23616
- net charge = 0
- HOMO level (eV) = -6.76
- relative energy (zero: lowest compared OMol25 entry of this formula, charge and spin) (kJ/mol) = 206.10
- maximum force (Eh/bohr) = 0.0469

XYZ file:
```
98
Properties=species:S:1:pos:R:3:lowdin_charge:R:1
F 2.34706 -1.52942 7.40165 0.130
F -4.98880 -6.54053 -0.63747 0.122
F -6.70596 -5.14464 -0.61514 0.131
F 3.35273 0.41889 7.14948 0.123
F 1.26636 0.18862 6.53284 0.112
F -5.00035 -4.84367 0.75982 0.115
O -2.44845 3.08675 -2.46061 0.022
O 1.16729 3.31847 0.03029 0.011
N -3.18210 -4.40402 -1.22983 -0.030
N 2.97969 0.42690 4.40113 -0.054
C 2.47415 -0.46324 6.57313 -0.543
C 0.06323 1.61542 2.43623 0.034
C 0.63403 1.41835 -2.11648 -0.219
C 0.03945 0.66384 1.37732 -0.186
C -0.99493 0.55594 0.39303 0.095
C -3.27939 4.27129 1.16267 -0.067
C 2.26033 -0.70707 -2.98149 -0.105
C 5.41331 0.56326 4.54080 -0.024
C -2.36403 3.64895 0.29754 -0.059
C -0.73070 3.25454 -4.11097 -0.149
C -1.03279 4.06154 0.19848 -0.144
C -2.93543 -1.99440 -1.51048 0.006
C 6.50108 2.70555 4.21579 -0.097
C -0.54002 -7.01066 -1.20590 -0.078
C -4.62382 -4.37627 -1.51837 -0.037
C -2.08242 -7.47561 -3.00242 -0.078
C -2.42926 -5.52283 -1.58501 -0.202
C -5.35147 -5.22229 -0.51490 -0.532
C 1.09564 -0.28114 1.32380 -0.014
C 4.15236 1.16515 4.35977 -0.221
C -1.58653 -0.69183 0.05035 -0.170
C -2.61107 -3.18613 -0.81413 -0.178
C 5.24156 3.30770 4.05378 -0.076
C 0.99215 3.37567 -5.84255 -0.071
C -1.88812 -3.10182 0.38893 0.001
C -2.83988 -6.35787 -2.65077 -0.024
C 0.04535 3.26977 -0.50827 -0.349
C 0.17386 0.50928 -3.10063 -0.048
C 0.96332 -0.56715 -3.49642 -0.085
C 1.01071 1.52854 3.43761 0.015
C -0.60142 5.12066 1.02057 -0.027
C 2.03185 -0.38436 2.32586 0.017
C -1.34202 3.33626 -6.47748 -0.081
C -1.48209 5.72449 1.91876 -0.081
C -1.21863 2.97313 -2.68976 -0.265
C 6.57368 1.33169 4.46331 -0.088
C -2.82137 5.29568 1.99900 -0.090
C 0.61360 3.38999 -4.49237 -0.025
C 4.07277 2.54640 4.09013 -0.002
C -1.70383 3.36788 -5.12493 -0.025
C -1.25966 -5.86336 -0.87754 -0.013
C 2.02418 0.55379 3.37546 -0.204
C 2.91952 -0.81448 5.18798 -0.031
C -0.93736 -7.81291 -2.27731 -0.097
C 2.76577 0.24579 -2.08942 -0.090
C -0.25582 2.45747 -1.66440 -0.087
C 0.01248 3.30908 -6.84560 -0.086
C -2.44086 -0.77812 -1.08986 0.018
C 1.97008 1.30656 -1.68123 -0.035
C -1.41452 -1.88207 0.82361 0.011
H -4.85004 -4.75815 -2.51738 0.129
H -0.93343 -1.84895 1.79741 0.123
H 0.44175 5.44056 0.97516 0.117
H -2.72352 2.84732 -0.33857 0.087
H -2.75077 3.48056 -4.83817 0.114
H 5.48416 -0.51109 4.69118 0.099
H 3.09137 3.00382 3.93747 0.106
H 3.78443 0.17215 -1.70878 0.102
H 5.16680 4.38580 3.90450 0.105
H 7.41920 3.30608 4.16402 0.103
H 1.12337 -0.97085 0.47913 0.129
H -3.51172 5.79189 2.68392 0.099
H 0.56093 -1.27930 -4.22501 0.102
H -3.57962 -2.05667 -2.39370 0.127
H -0.92720 -5.24638 -0.05021 0.082
H -1.50953 1.45837 0.09137 0.076
H 3.89767 -1.29076 5.25432 0.121
H -4.32935 3.95680 1.15562 0.106
H 1.36229 3.52582 -3.70840 0.124
H -3.74073 -6.09780 -3.20896 0.102
H 2.88157 -1.53844 -3.31396 0.093
H -0.72786 2.36857 2.48152 0.126
H 2.05327 3.43297 -6.10768 0.105
H -2.69316 0.13522 -1.63109 0.125
H -0.36302 -8.70175 -2.54471 0.102
H 7.54551 0.85232 4.60392 0.105
H -1.09335 6.53716 2.54696 0.103
H 0.99510 2.20146 4.30027 0.129
H -0.80950 0.68218 -3.56196 0.120
H -4.97096 -3.35164 -1.37935 0.137
H 0.33290 -7.26261 -0.60644 0.106
H 2.34637 2.10536 -1.04589 0.101
H 0.29973 3.24790 -7.90185 0.102
H 2.16133 -1.45726 4.73949 0.145
H -1.75080 -4.00436 0.98727 0.116
H -2.12429 3.34775 -7.24474 0.102
H -2.40651 -8.08243 -3.84740 0.106
H 2.78312 -1.17900 2.30337 0.132
```

=====

# 2
# C16H47CuO15

C16H47CuO15 as an isolated structure in a non-equilibrium geometry (ωB97M-V/def2-TZVPD, the OMol25 dataset).

Results
- calculated total energy (Ha) = -3406.33206
- multiplicity = 2
- net charge = +1
- HOMO level (spin up / spin down) (eV) = -12.00 / -12.00
- relative energy (zero: lowest compared OMol25 entry of this formula, charge and spin) (kJ/mol) = 374.29
- maximum force (Eh/bohr) = 0.0443

XYZ file:
```
79
Properties=species:S:1:pos:R:3:mulliken_spin:R:1
Cu 4.18227 1.47477 0.69202 0.005
O 2.59077 -4.62636 1.70340 0.000
O -3.27449 -2.44245 -0.56129 0.000
O -5.67056 -2.96708 1.24466 0.000
O -0.15030 3.39827 4.56360 0.000
O 0.11236 -4.20578 4.02290 0.000
O 4.75118 -2.78632 1.29994 0.002
O 1.44969 3.33110 -1.86468 0.000
O -1.32825 -1.17626 -4.07701 0.000
O -0.48679 -1.04630 4.93462 0.001
O 0.41035 3.47999 -4.56053 0.000
O 2.41801 0.17903 1.46025 0.740
O 0.97245 0.95786 3.67856 0.025
O 0.95035 0.91234 -5.92744 0.000
O -3.12282 4.64024 -2.76756 0.000
O -1.29343 2.79144 -1.52612 0.001
C -2.40630 2.34276 -2.34947 0.001
C -0.93732 -1.92061 3.93691 0.000
C 0.27527 0.42287 0.12169 0.043
C 0.68102 2.68547 5.46661 0.002
C -4.78670 -1.89044 1.32861 0.000
C -0.03499 -0.10481 -5.76121 0.000
C 1.63536 4.44804 -2.73583 0.000
C -3.36202 -2.16505 0.83987 0.001
C 1.64103 4.05734 -4.19393 0.000
C 3.69731 -4.96105 0.89204 0.001
C -2.84253 3.41173 -3.38035 0.000
C 1.43652 -0.38878 0.71671 -0.031
C -0.91758 -3.38286 4.47704 0.000
C 1.59131 1.68538 4.73152 0.002
C -0.00947 -0.66739 -4.35850 0.000
C 4.31051 -3.70257 0.30847 0.000
H 0.18401 0.05029 -3.55830 0.000
H 1.83674 0.59073 -6.10304 0.000
H -3.18899 1.87869 -1.74545 0.000
H 0.56400 2.71054 -5.12972 0.000
H -1.02105 -3.38331 5.56010 0.000
H 0.37683 -4.07856 3.11216 0.000
H 2.52880 3.47432 -4.44998 0.000
H 0.02388 2.24087 6.20842 0.000
H 2.50336 2.17237 4.36738 0.001
H 0.72601 -1.48291 -4.35375 0.000
H 1.05217 -1.25456 1.28050 0.047
H 1.90782 0.94975 5.48466 0.001
H 0.51238 1.48534 0.08990 0.000
H 2.52233 -5.12913 2.51606 0.000
H -3.69473 2.99093 -3.91300 0.000
H 3.47588 -5.69608 0.11500 0.000
H 1.71398 5.02153 -4.72239 0.000
H -0.60302 0.29484 0.75380 0.007
H -3.87917 -3.18247 -0.69110 0.000
H -0.99607 0.35971 -6.00279 0.000
H 0.54718 2.96563 -1.96023 0.000
H 0.89188 5.23585 -2.57716 0.000
H 1.95662 -0.91734 -0.11823 0.172
H 4.42966 -5.47338 1.52219 0.000
H -0.35786 -0.19794 4.47885 0.000
H -1.65793 3.44902 -0.91833 0.000
H 0.03506 0.02626 -0.86037 -0.008
H -6.17351 -2.92256 0.42542 0.000
H -2.31623 4.92974 -2.32782 0.000
H -0.35759 -1.95249 3.00222 0.003
H 1.61732 0.70857 3.00790 -0.012
H 0.28730 3.45616 3.71015 0.000
H -1.40354 -1.39097 -3.14428 0.000
H 0.02767 -0.80826 -6.59711 0.000
H -5.15063 -0.93329 0.94940 0.000
H -2.01227 3.54158 -4.07931 0.000
H -2.64450 -1.41357 1.15924 -0.001
H -3.10896 -3.07902 1.39914 0.000
H -1.94484 1.48335 -2.84248 0.000
H 3.99478 -2.26493 1.57518 -0.001
H 3.59339 -3.15420 -0.31634 0.000
H -1.88758 -3.78448 4.14484 0.000
H 2.59017 4.85607 -2.40352 0.000
H 1.40898 3.34563 5.95076 0.000
H -4.54915 -1.74438 2.39207 0.000
H 5.13311 -3.96069 -0.35763 0.000
H -1.97586 -1.79774 3.61151 0.000
```

=====

# 3
# C2H10NS

A 2-piece molecular cluster, C2H10NS overall in a non-equilibrium geometry (ωB97M-V/def2-TZVPD, the OMol25 dataset).

Results
- calculated total energy (Ha) = -534.85970
- net charge = +1
- HOMO level (eV) = -13.26
- relative energy (zero: lowest compared OMol25 entry of this formula, charge and spin) (kJ/mol) = 76.35
- maximum force (Eh/bohr) = 0.0386

XYZ file:
```
14
Properties=species:S:1:pos:R:3:lowdin_charge:R:1
S 0.53771 0.21846 0.13132 0.671
N 0.61856 0.27561 -3.07696 0.282
C -1.42346 -0.06130 2.07750 -0.158
C 0.09489 -0.34419 1.86548 -0.527
H -1.62562 -0.12705 3.14596 0.084
H 1.32893 -0.30998 -3.52283 0.164
H 0.74629 0.19811 2.54764 0.066
H 0.25981 -1.40726 2.04663 0.075
H -1.90283 -0.78881 1.45000 0.062
H 0.74712 1.29249 -3.12613 0.158
H 1.87426 -0.14728 0.05610 -0.102
H -1.68215 0.94776 1.76108 0.064
H 0.81222 -0.01991 -2.08781 0.001
H -0.38574 0.27335 -3.26797 0.161
```

=====

# 4
# C3H6O2

The molecule C3H6O2 in a non-equilibrium geometry (ωB97M-V/def2-TZVPD, the OMol25 dataset).

Results
- SMILES = O[C@@H]1C[C@@H]1O
- calculated total energy (Ha) = -268.28583
- net charge = 0
- HOMO level (eV) = -8.32
- relative energy (zero: lowest compared OMol25 entry of this formula, charge and spin) (kJ/mol) = 313.46
- maximum force (Eh/bohr) = 0.0480

XYZ file:
```
11
Properties=species:S:1:pos:R:3:lowdin_charge:R:1
O 0.64023 1.37410 0.56065 -0.021
O -1.74886 0.34550 0.58083 -0.001
C 0.44269 0.46169 -0.49582 -0.350
C 0.42049 -0.95639 -0.08780 -0.054
C -0.93839 -0.08220 -0.44022 -0.255
H 1.43858 1.08846 1.02601 0.113
H -1.19074 -1.00289 -0.93105 0.127
H 0.46954 -1.24476 0.94918 0.104
H -1.18504 0.95036 1.09839 0.093
H 0.73116 -1.69468 -0.83570 0.103
H 0.92034 0.76082 -1.42445 0.141
```